1.
# C24H26CdN3O9

C24H26CdN3O9 as an isolated structure at a distorted geometry (wB97M-V/def2-TZVPD, the OMol25 dataset).

CARTESIAN COORDINATES (ANGSTROEM)
Cd -0.14709 -0.03388 -0.08742
O -3.63751 2.28025 0.17518
C -2.68635 1.57938 -0.45470
O -2.65264 0.37059 -0.44579
C -1.89373 2.44298 -1.42405
O -0.51818 2.12139 -1.49722
C 0.30630 2.90068 -0.60809
C -0.14575 2.85119 0.85588
O 0.25014 3.72660 1.60984
O -0.91902 1.85527 1.11019
H -4.06103 1.66199 0.79001
H -2.30668 2.22853 -2.40944
H -2.04032 3.49794 -1.19120
H 1.30162 2.45769 -0.66548
H 0.35038 3.93386 -0.94956
O -3.53232 -4.21430 0.18848
C -3.33057 -4.14578 -1.13439
C -4.17886 -4.88528 -1.96123
C -4.00762 -4.87626 -3.33293
C -2.99064 -4.12352 -3.91482
C -2.16178 -3.36996 -3.09924
C -2.31128 -3.36278 -1.71409
C -1.40389 -2.49220 -0.90767
O -0.63479 -1.67532 -1.52037
N -1.46689 -2.67882 0.40591
N -0.63064 -1.80991 1.08920
C -0.38544 -2.02970 2.31855
C 0.54079 -1.24100 3.12093
C 0.59347 -1.55493 4.48790
C 1.44354 -0.92253 5.36559
C 2.28688 0.07784 4.86382
C 2.27134 0.41026 3.53084
C 1.41732 -0.23061 2.59234
O 1.51483 0.09039 1.34111
H -2.82570 -3.63661 0.60600
H -4.97112 -5.46243 -1.49879
H -4.67579 -5.45973 -3.95688
H -2.85457 -4.11950 -4.98899
H -1.37721 -2.74992 -3.51395
H -0.87640 -2.87773 2.80028
H -0.07105 -2.33228 4.85545
H 1.45679 -1.18619 6.41479
H 2.96004 0.59988 5.53559
H 2.90996 1.19519 3.14281
O 1.93874 -0.03232 -1.57068
C 2.66070 -1.00716 -1.61740
C 2.49643 -2.24195 -0.76995
C 3.76348 -2.35803 0.11741
C 4.42372 -1.00940 0.49307
C 5.43261 -0.45838 -0.53344
C 4.79853 0.03859 -1.83699
N 3.85145 -0.96869 -2.35017
H 2.36555 -3.12580 -1.39970
H 1.60750 -2.12776 -0.16181
H 4.50864 -2.99456 -0.37289
H 3.47643 -2.87207 1.03554
H 4.95378 -1.14454 1.43759
H 3.63648 -0.27368 0.68859
H 6.15814 -1.24685 -0.77594
H 5.99796 0.36065 -0.07820
H 5.56197 0.24106 -2.58857
H 4.23431 0.95503 -1.67318
H 4.29172 -1.87886 -2.36796

Forces on atoms 1 to 2 (eV/Å):
Cd 0.25 0.97 -0.33
O 0.08 0.00 0.19

The calculation puts the relative energy (zero: lowest compared OMol25 entry of this formula, charge and spin) at 45.1 kJ/mol. Its LUMO energy is 2.73 eV. As for the spin multiplicity: 1. The value obtained for the HOMO-LUMO gap is 0.2663 Eh. The net charge is -1.

For each atom in turn, the Löwdin charge in e is: number 1, Cd, carries 1.492; number 2, O, carries 0.120; number 3, C, carries -0.547; number 4, O, carries 0.042; number 5, C, carries -0.116; number 6, O, carries -0.177; number 7, C, carries -0.122; number 8, C, carries -0.672; number 9, O, carries 0.027; number 10, O, carries -0.117; number 11, H, carries 0.135; number 12, H, carries 0.142; number 13, H, carries 0.139; number 14, H, carries 0.114; number 15, H, carries 0.122; number 16, O, carries 0.032; number 17, C, carries -0.284; number 18, C, carries -0.033; number 19, C, carries -0.110; number 20, C, carries -0.111; number 21, C, carries -0.034; number 22, C, carries -0.078; number 23, C, carries -0.474; number 24, O, carries -0.147; number 25, N, carries 0.021; number 26, N, carries -0.092; number 27, C, carries -0.089; number 28, C, carries -0.148; number 29, C, carries -0.084; number 30, C, carries -0.132; number 31, C, carries -0.111; number 32, C, carries -0.029; number 33, C, carries -0.371; number 34, O, carries -0.206; number 35, H, carries 0.062; number 36, H, carries 0.108; number 37, H, carries 0.093; number 38, H, carries 0.088; number 39, H, carries 0.109; number 40, H, carries 0.120; number 41, H, carries 0.099; number 42, H, carries 0.083; number 43, H, carries 0.092; number 44, H, carries 0.109; number 45, O, carries 0.029; number 46, C, carries -0.478; number 47, C, carries -0.103; number 48, C, carries -0.166; number 49, C, carries -0.185; number 50, C, carries -0.187; number 51, C, carries -0.184; number 52, N, carries 0.056; number 53, H, carries 0.126; number 54, H, carries 0.071; number 55, H, carries 0.100; number 56, H, carries 0.110; number 57, H, carries 0.109; number 58, H, carries 0.093; number 59, H, carries 0.104; number 60, H, carries 0.106; number 61, H, carries 0.106; number 62, H, carries 0.116; number 63, H, carries 0.113

***

2.
# H2N2O3

A 2-piece molecular cluster, H2N2O3 overall at a distorted geometry (wB97M-V/def2-TZVPD, the OMol25 dataset).

CARTESIAN COORDINATES (ANGSTROEM)
N -3.08371 0.54568 0.22531
N 1.93300 -0.42626 0.28489
O -3.20194 -0.69581 -0.11217
O 3.27889 -0.16241 0.11982
O -2.01642 1.11543 -0.14156
H 1.79733 -0.78805 -0.68722
H 1.29286 0.41142 0.31092

Forces on atoms 1 to 2 (eV/Å):
N 1.08 -1.19 -0.91
N -1.80 -1.14 -1.54

The calculation puts the relative energy (zero: lowest compared OMol25 entry of this formula, charge and spin) at 0.0 kJ/mol. Its LUMO energy is 7.82 eV. As for the spin multiplicity: 1. The value obtained for the HOMO-LUMO gap is 0.2090 Eh. The net charge is -2.

For each atom in turn, the Löwdin charge in e is: number 1, N, carries -0.401; number 2, N, carries -0.337; number 3, O, carries -0.323; number 4, O, carries -0.674; number 5, O, carries -0.275; number 6, H, carries 0.004; number 7, H, carries 0.007

***

3.
# C30H33B3F12O30

A 10-piece molecular cluster, C30H33B3F12O30 overall at a distorted geometry (wB97M-V/def2-TZVPD, the OMol25 dataset).

CARTESIAN COORDINATES (ANGSTROEM)
F 5.42579 0.88592 -0.58094
C 4.89077 2.02727 -0.09788
F 3.68476 1.66960 0.43224
F 5.65833 2.39479 0.95400
C 4.78805 3.10192 -1.13701
C 3.70825 2.80541 -2.18131
B 2.25045 3.06592 -1.67505
O 1.17320 2.32849 -2.16609
B 0.45838 1.76634 -1.11972
O 0.10115 2.60656 -0.06621
B 1.09285 3.49708 0.30713
O 1.97183 3.97716 -0.65106
H 5.76530 3.15977 -1.61677
H 4.62750 4.07141 -0.65665
H 3.77045 1.77982 -2.55762
H 3.87785 3.46256 -3.04284
H 0.31098 0.59599 -1.03342
H 1.20258 3.79899 1.45266
C 6.49477 5.69187 -6.66954
C 6.36502 6.82597 -5.66961
O 5.82372 6.16276 -4.53921
C 6.18992 4.85829 -4.59899
O 6.08703 4.10454 -3.68646
O 6.68071 4.55700 -5.81554
F 5.50306 7.78003 -6.08196
H 5.56774 5.57391 -7.23231
H 7.33654 5.79033 -7.34789
H 7.30639 7.29792 -5.38368
C 5.26435 7.49755 0.95797
C 4.33544 7.72070 -0.21750
O 5.10963 8.55441 -1.05802
C 6.42573 8.31622 -0.79954
O 7.32489 8.67727 -1.47884
O 6.54971 7.59385 0.34045
F 3.20094 8.36953 0.13102
H 5.14853 8.29643 1.69224
H 5.14680 6.52957 1.43667
H 4.07147 6.81020 -0.75992
C -1.47533 -2.43281 0.18447
C -2.78934 -2.44989 -0.56369
O -2.55356 -1.52289 -1.61123
C -1.20791 -1.51274 -1.85476
O -0.70081 -0.98260 -2.78728
O -0.55001 -2.13970 -0.86976
F -3.82644 -1.99564 0.19348
H -1.46022 -1.62536 0.91687
H -1.22693 -3.37129 0.66746
H -3.07148 -3.41516 -0.98756
C -5.67523 -5.71812 1.10310
C -4.92950 -6.48837 0.03490
O -3.63513 -5.90804 0.09103
C -3.45045 -5.42070 1.35053
O -2.39699 -5.08944 1.78699
O -4.61874 -5.38395 2.01320
F -5.44410 -6.29163 -1.20113
H -6.10774 -4.80545 0.69045
H -6.44025 -6.29101 1.61761
H -4.84567 -7.56144 0.21405
C 4.05820 -0.88447 3.04473
C 4.50654 -1.46308 1.71699
O 3.33181 -2.08347 1.24057
C 2.25982 -1.45480 1.80309
O 1.14069 -1.58621 1.44181
O 2.66726 -0.65449 2.81319
F 5.47165 -2.41157 1.87003
H 4.17589 -1.61975 3.84352
H 4.55501 0.04269 3.31430
H 4.85145 -0.73119 0.98802
C 6.00143 -4.94866 3.63654
C 5.45481 -6.36027 3.58867
O 5.77605 -6.85804 4.87225
C 5.87441 -5.80162 5.72832
O 5.91466 -5.88660 6.90702
O 5.90507 -4.64020 5.02918
F 6.06432 -7.11998 2.64802
H 7.04955 -4.93711 3.33183
H 5.43851 -4.23287 3.04971
H 4.37479 -6.42658 3.44291
C -8.49347 -3.73028 5.06676
C -8.17938 -3.48286 3.60638
O -7.74190 -4.75521 3.17187
C -8.31134 -5.70045 3.96979
O -8.31885 -6.86000 3.72434
O -8.85674 -5.11800 5.05864
F -7.18029 -2.59823 3.41342
H -7.60034 -3.58895 5.67699
H -9.31105 -3.12865 5.45109
H -9.03496 -3.17846 3.00034
C -4.35533 0.11297 -3.67009
C -4.27006 0.82147 -5.00609
O -5.62644 0.89020 -5.40465
C -6.40249 0.85512 -4.28489
O -7.55664 1.11557 -4.25342
O -5.65572 0.49759 -3.21404
F -3.57073 0.11839 -5.92578
H -4.31609 -0.96818 -3.80564
H -3.59931 0.41765 -2.95471
H -3.86404 1.83397 -4.95943
C -5.75783 0.46785 0.53392
C -7.14873 0.22742 -0.01935
O -7.84956 -0.23974 1.11896
C -7.23058 0.24258 2.23343
O -7.69041 0.20771 3.32470
O -6.02545 0.76219 1.90893
F -7.16622 -0.72868 -0.97369
H -5.16172 -0.44435 0.46698
H -5.23152 1.29497 0.06717
H -7.64973 1.11757 -0.40411

Forces on atoms 1 to 2 (eV/Å):
F -0.07 0.11 -0.06
C 0.01 0.07 0.45

Its LUMO energy is 0.17 eV. As for the spin multiplicity: 1. The value obtained for the HOMO-LUMO gap is 0.4234 Eh. As for the SMILES: FC(F)(F)CCB1OBOBO1.O=C1OC[C@@H](F)O1.O=C1OC[C@@H](F)O1.O=C1OC[C@@H](F)O1.O=C1OC[C@@H](F)O1.O=C1OC[C@@H](F)O1.O=C1OC[C@@H](F)O1.O=C1OC[C@@H](F)O1.O=C1OC[C@@H](F)O1.O=C1OC[C@@H](F)O1. The net charge is 0.

Atom charges from the Löwdin analysis, given in e for atoms 1 to 99: number 1, F, carries 0.132; number 2, C, carries -0.584; number 3, F, carries 0.129; number 4, F, carries 0.128; number 5, C, carries -0.078; number 6, C, carries -0.024; number 7, B, carries -0.528; number 8, O, carries 0.267; number 9, B, carries -0.311; number 10, O, carries 0.219; number 11, B, carries -0.332; number 12, O, carries 0.237; number 13, H, carries 0.116; number 14, H, carries 0.130; number 15, H, carries 0.135; number 16, H, carries 0.112; number 17, H, carries 0.121; number 18, H, carries 0.119; number 19, C, carries -0.039; number 20, C, carries -0.307; number 21, O, carries 0.136; number 22, C, carries -0.538; number 23, O, carries 0.167; number 24, O, carries 0.085; number 25, F, carries 0.084; number 26, H, carries 0.146; number 27, H, carries 0.141; number 28, H, carries 0.177; number 29, C, carries -0.049; number 30, C, carries -0.315; number 31, O, carries 0.133; number 32, C, carries -0.550; number 33, O, carries 0.181; number 34, O, carries 0.071; number 35, F, carries 0.081; number 36, H, carries 0.145; number 37, H, carries 0.138; number 38, H, carries 0.167; number 39, C, carries -0.046; number 40, C, carries -0.285; number 41, O, carries 0.105; number 42, C, carries -0.568; number 43, O, carries 0.169; number 44, O, carries 0.076; number 45, F, carries 0.058; number 46, H, carries 0.144; number 47, H, carries 0.123; number 48, H, carries 0.169; number 49, C, carries -0.043; number 50, C, carries -0.302; number 51, O, carries 0.119; number 52, C, carries -0.556; number 53, O, carries 0.170; number 54, O, carries 0.086; number 55, F, carries 0.079; number 56, H, carries 0.146; number 57, H, carries 0.127; number 58, H, carries 0.175; number 59, C, carries -0.038; number 60, C, carries -0.298; number 61, O, carries 0.143; number 62, C, carries -0.530; number 63, O, carries 0.190; number 64, O, carries 0.080; number 65, F, carries 0.059; number 66, H, carries 0.144; number 67, H, carries 0.142; number 68, H, carries 0.148; number 69, C, carries -0.052; number 70, C, carries -0.313; number 71, O, carries 0.133; number 72, C, carries -0.549; number 73, O, carries 0.187; number 74, O, carries 0.067; number 75, F, carries 0.077; number 76, H, carries 0.149; number 77, H, carries 0.111; number 78, H, carries 0.173; number 79, C, carries -0.033; number 80, C, carries -0.307; number 81, O, carries 0.106; number 82, C, carries -0.550; number 83, O, carries 0.180; number 84, O, carries 0.079; number 85, F, carries 0.087; number 86, H, carries 0.148; number 87, H, carries 0.143; number 88, H, carries 0.179; number 89, C, carries -0.049; number 90, C, carries -0.310; number 91, O, carries 0.135; number 92, C, carries -0.549; number 93, O, carries 0.183; number 94, O, carries 0.053; number 95, F, carries 0.082; number 96, H, carries 0.146; number 97, H, carries 0.128; number 98, H, carries 0.173; number 99, C, carries -0.043

***

4.
# Cl2CuFI

Cl2CuFI as an isolated structure at a distorted geometry (wB97M-V/def2-TZVPD, the OMol25 dataset).

CARTESIAN COORDINATES (ANGSTROEM)
Cu 0.42178 0.57145 -0.05891
I -0.54612 1.93707 2.21509
F -1.48798 0.13692 -1.12080
Cl -0.20556 -2.02249 1.14324
Cl 1.81789 -0.62294 -2.17860

Forces on atoms 1 to 2 (eV/Å):
Cu -1.95 -1.06 -1.57
I 0.63 -0.89 -1.21

Its LUMO energy (spin up / spin down) is 2.71 / -1.11 eV. As for the spin multiplicity: 3. The value obtained for the HOMO-LUMO gap (spin up / spin down) is 0.3219 / 0.1723 Eh. The net charge is -1.

For each atom in turn, the Löwdin charge in e is: number 1, Cu, carries 0.095; number 2, I, carries -0.115; number 3, F, carries -0.538; number 4, Cl, carries 0.017; number 5, Cl, carries -0.459

***

no.,E_tot (eV)
1,-52776.0397
2,-9148.5500
3,-127718.1284
4,-80503.0792